1.
This record from OMol25 describes a 10-piece molecular cluster, C6H31NO10 overall. The level of theory is ωB97M-V/def2-TZVPD.

Cartesian coordinates (Å):
C 1.94 -1.06 -1.34
N 1.91 0.28 -0.74
C 1.69 1.36 -1.67
O 2.55 2.45 -1.36
C 1.78 -2.11 -0.25
C 0.32 -2.42 0.16
C -0.26 -1.59 1.29
C -0.13 -1.96 2.55
H 2.98 -1.23 -1.59
H 1.31 -1.18 -2.21
H 1.15 0.33 -0.07
H 0.71 1.78 -1.75
H 2.01 1.06 -2.67
H 2.71 2.47 -0.41
H 2.45 -1.87 0.58
H 2.20 -3.05 -0.61
H 0.37 -3.47 0.46
H -0.39 -2.39 -0.67
H -0.74 -0.69 0.93
H -0.50 -1.42 3.42
H 0.50 -2.82 2.76
H 3.74 0.68 3.00
H 4.09 2.02 2.49
O 3.81 1.59 3.29
H -4.24 0.12 3.75
H -3.76 -1.45 3.86
O -4.00 -0.70 3.32
H -4.93 -1.54 -1.92
H -3.99 -0.92 -0.93
O -4.31 -0.80 -1.83
H 5.19 1.00 -0.13
H 3.72 0.75 0.06
O 4.53 0.93 0.57
H -1.96 1.74 1.89
H -2.80 0.43 2.23
O -2.83 1.34 1.89
H -3.40 0.34 -3.79
H -2.15 0.56 -4.66
O -3.10 0.68 -4.65
H -2.72 1.25 -0.07
H -1.28 1.34 -0.59
O -2.19 1.51 -0.83
H 0.40 1.95 1.88
H 0.39 3.28 1.10
O 0.55 2.33 1.00
H -1.60 0.15 -2.17
H -0.63 -0.38 -3.16
O -1.11 -0.67 -2.38

## Properties
- E_tot (eV) = -28689.1134
- total charge = 0
- energy relative to the best compared isomer or geometry (same formula, charge and spin) (kcal/mol) = 57.6
- HOMO energy (hartree) = -0.361
- SMILES = C=CCCCNCO.O.O.O.O.O.O.O.O.O

2.
This record from OMol25 describes a 10-piece molecular cluster, C6H31NO10 overall. The level of theory is ωB97M-V/def2-TZVPD.

Cartesian coordinates (Å):
C -0.48 -0.54 -2.21
N -1.26 -1.24 -1.19
C -1.48 -2.73 -1.23
O -2.60 -2.93 -0.46
C -0.77 0.93 -2.43
C 0.29 1.87 -1.82
C 0.01 2.32 -0.42
C -0.12 3.57 0.03
H -0.45 -1.18 -3.15
H 0.61 -0.57 -1.91
H -0.97 -0.94 -0.22
H -0.62 -3.33 -0.79
H -1.84 -2.90 -2.27
H -2.68 -2.65 0.46
H -1.73 1.38 -2.20
H -0.75 1.10 -3.49
H 0.44 2.80 -2.34
H 1.18 1.23 -1.91
H -0.20 1.51 0.27
H -0.15 3.79 1.09
H -0.21 4.47 -0.62
H -5.13 0.22 1.33
H -4.79 -0.46 0.10
O -4.52 -0.47 1.04
H -0.33 3.61 2.80
H 1.26 3.61 2.80
O 0.46 3.69 3.34
H 4.71 -0.66 0.40
H 5.09 0.25 1.50
O 5.45 -0.50 1.01
H -4.76 -1.99 -1.77
H -3.62 -0.97 -1.57
O -4.54 -1.05 -1.89
H 1.05 1.74 3.52
H 1.62 0.44 3.55
O 0.76 0.83 3.78
H 5.00 -2.56 0.27
H 3.96 -2.20 -0.78
O 4.10 -2.75 -0.02
H 2.69 -1.18 1.31
H 1.25 -0.96 1.48
O 2.08 -0.60 1.80
H -2.56 -0.56 1.85
H -1.16 -0.49 2.43
O -1.75 -1.09 1.94
H 1.79 -0.59 -0.70
H 2.96 -0.83 -1.77
O 2.71 -0.42 -0.94

## Properties
- E_tot (eV) = -28687.9597
- total charge = 0
- energy relative to the best compared isomer or geometry (same formula, charge and spin) (kcal/mol) = 84.2
- HOMO energy (hartree) = -0.341
- SMILES = C=CCCCNCO.O.O.O.O.O.O.O.O.O

3.
This record from OMol25 describes a 9-piece molecular cluster, C6H32N2O8 overall. The level of theory is ωB97M-V/def2-TZVPD.

Cartesian coordinates (Å):
C 1.81 -2.99 -0.40
N 1.90 -1.53 -0.39
C 0.23 -1.98 2.25
C 0.47 -0.68 1.48
C 0.63 -0.87 -0.03
C 0.63 0.54 -0.71
N 0.06 0.45 -2.06
C 0.15 1.75 -2.77
H 1.32 -3.40 0.48
H 1.35 -3.43 -1.29
H 2.84 -3.38 -0.42
H 2.17 -1.17 -1.30
H -0.19 -1.73 3.24
H -0.45 -2.64 1.71
H 1.16 -2.52 2.43
H -0.35 0.03 1.71
H 1.36 -0.19 1.90
H -0.29 -1.43 -0.37
H 1.67 0.87 -0.77
H 0.06 1.25 -0.10
H -0.90 0.16 -2.02
H -0.43 2.50 -2.22
H -0.26 1.60 -3.75
H 1.16 2.09 -2.85
H -2.54 3.75 1.76
H -1.30 2.79 1.77
O -2.30 2.83 1.60
H 2.86 -0.06 -3.59
H 1.47 -0.53 -3.10
O 2.36 -0.85 -3.34
H -3.52 -0.83 -1.96
H -4.29 0.10 -0.98
O -4.37 -0.73 -1.51
H 1.11 2.57 1.98
H 0.61 4.05 1.92
O 0.31 3.16 2.11
H 3.02 -1.00 0.85
H 4.51 -0.58 0.88
O 3.68 -0.46 1.37
H 3.29 2.29 2.39
H 2.99 1.12 1.45
O 2.73 2.05 1.64
H -3.29 1.93 0.47
H -4.76 1.41 0.55
O -4.02 1.53 -0.07
H -5.49 -3.12 0.12
H -4.54 -2.01 -0.35
O -4.61 -2.75 0.28

## Properties
- E_tot (eV) = -26102.4644
- total charge = 0
- energy relative to the best compared isomer or geometry (same formula, charge and spin) (kcal/mol) = 15.0
- HOMO energy (hartree) = -0.349
- SMILES = CC[C@@H](CNC)NC.O.O.O.O.O.O.O.O

4.
This record from OMol25 describes a 10-piece molecular cluster, C6H32O10 overall. The level of theory is ωB97M-V/def2-TZVPD.

Cartesian coordinates (Å):
C -1.26 -0.62 4.15
O -2.35 -0.38 3.26
H -0.30 -0.77 3.65
H -1.16 0.00 5.04
H -1.69 -1.54 4.53
H -2.41 -1.08 2.60
C 4.51 1.79 0.52
O 5.50 0.88 0.72
H 3.65 1.33 0.04
H 4.16 2.20 1.47
H 4.78 2.59 -0.18
H 5.63 0.45 -0.13
C -2.71 0.61 -3.05
O -2.70 0.62 -4.46
H -3.40 -0.13 -2.65
H -1.70 0.32 -2.79
H -2.92 1.56 -2.56
H -2.83 -0.30 -4.70
C 1.34 -2.23 1.55
O 2.10 -1.08 1.63
H 1.95 -3.05 1.18
H 0.92 -2.41 2.54
H 0.51 -2.03 0.88
H 2.78 -1.28 2.28
C 1.73 -1.42 -2.02
O 1.89 -1.11 -3.33
H 2.70 -1.37 -1.52
H 1.03 -0.70 -1.61
H 1.31 -2.43 -2.11
H 1.77 -0.16 -3.37
C -0.38 1.02 0.32
O 0.97 1.41 0.61
H -0.48 0.02 -0.11
H -0.95 0.98 1.25
H -0.94 1.73 -0.29
H 1.53 0.64 0.69
O 0.74 3.96 -0.67
H 1.27 3.32 -0.20
H 0.40 4.54 0.02
O -1.40 -2.49 -1.27
H -1.36 -2.25 -2.20
H -1.11 -3.40 -1.25
O -3.76 2.67 -0.16
H -4.27 2.29 0.56
H -4.39 3.22 -0.63
O -2.80 -1.93 0.97
H -3.67 -1.80 0.59
H -2.24 -2.16 0.23

## Properties
- E_tot (eV) = -27212.3220
- total charge = 0
- energy relative to the best compared isomer or geometry (same formula, charge and spin) (kcal/mol) = 115.0
- HOMO energy (hartree) = -0.347
- SMILES = CO.CO.CO.CO.CO.CO.O.O.O.O

5.
This record from OMol25 describes a 12-piece molecular cluster, C6H32O11 overall. The level of theory is ωB97M-V/def2-TZVPD.

Cartesian coordinates (Å):
C 2.03 3.13 0.87
C 1.28 2.75 -0.38
C 0.93 3.72 -1.26
C -0.56 -0.53 -1.00
C -0.26 0.92 -0.85
C 1.01 1.30 -0.51
H 2.82 2.49 1.21
H 2.58 4.07 0.83
H 1.31 3.09 1.68
H 1.25 4.75 -1.25
H 0.53 3.49 -2.24
H -0.16 -1.06 -0.12
H -0.14 -0.97 -1.91
H -1.61 -0.68 -1.06
H -1.08 1.58 -1.11
H 1.85 0.70 -0.21
H 4.50 -2.84 -0.19
H 3.83 -2.22 1.00
O 3.86 -3.07 0.50
H -0.79 -3.59 -0.09
H -2.17 -4.31 -0.40
O -1.46 -3.79 -0.77
H 0.69 -3.12 -2.52
H 2.25 -3.30 -2.36
O 1.52 -3.23 -2.99
H 0.07 -0.48 2.54
H -1.27 -1.21 2.62
O -0.38 -1.29 2.24
H -1.24 1.53 3.09
H 0.17 1.94 3.17
O -0.35 1.14 3.32
H 0.62 -2.65 1.72
H 1.82 -3.21 0.84
O 0.84 -3.22 0.95
H -2.20 -2.50 -1.71
H -1.83 -2.44 -3.09
O -2.55 -2.08 -2.55
H 3.40 -0.77 2.42
H 4.33 -0.02 1.41
O 4.10 -0.88 1.77
H -3.32 -0.07 -1.82
H -3.09 0.54 -3.24
O -3.14 0.76 -2.30
H -3.99 2.37 -1.54
H -2.73 3.19 -1.16
O -3.69 3.24 -1.22
H -2.93 2.99 2.33
H -3.67 1.64 2.50
O -2.97 2.19 2.86

## Properties
- E_tot (eV) = -29254.3572
- total charge = +1
- spin multiplicity = 2
- HOMO energy (alpha / beta) (hartree) = -0.501 / -0.501

6.
This record from OMol25 describes a 11-piece molecular cluster, C6H32O12 overall. The level of theory is ωB97M-V/def2-TZVPD.

Cartesian coordinates (Å):
O 1.94 -0.83 -2.27
C 0.82 -0.69 -1.81
O -0.07 -1.65 -2.05
C 0.50 0.42 -0.86
C -0.37 0.09 0.38
C 0.49 -0.20 1.64
C 0.94 -1.61 1.76
C -0.36 0.22 2.88
H -1.02 -1.42 -2.09
H 0.09 1.29 -1.41
H 1.41 0.89 -0.49
H -1.03 -0.74 0.10
H -1.05 0.94 0.43
H 1.25 0.56 1.42
H 0.25 -2.46 1.75
H 1.31 -1.88 0.74
H 1.74 -1.80 2.47
H -0.72 1.23 2.71
H 0.32 0.28 3.73
H -1.08 -0.56 3.09
H -0.17 4.09 -1.34
H 0.27 3.09 -0.27
O -0.31 3.18 -1.04
H 3.07 -0.20 -1.25
H 4.30 -0.28 -0.28
O 3.64 0.32 -0.64
H -3.06 -2.71 1.59
H -3.78 -2.52 0.25
O -3.65 -3.15 0.96
H -0.43 -3.32 -0.51
H -1.93 -3.45 0.09
O -1.38 -3.28 -0.69
H -3.83 0.63 0.03
H -5.01 -0.41 0.10
O -4.06 -0.32 0.05
H 3.36 2.70 1.39
H 3.28 1.84 0.12
O 2.94 2.67 0.53
H 3.39 -2.63 -0.27
H 4.94 -2.65 -0.19
O 4.15 -2.18 0.09
H -3.07 3.15 -0.27
H -2.14 2.16 -0.89
O -3.06 2.24 -0.60
H 2.23 4.24 -0.28
H 1.87 3.82 -1.70
O 1.64 4.46 -1.02
H -2.59 -1.94 -2.12
H -3.21 -0.65 -1.59
O -2.73 -1.01 -2.37

## Properties
- E_tot (eV) = -31311.8653
- total charge = 0
- energy relative to the best compared isomer or geometry (same formula, charge and spin) (kcal/mol) = 26.8
- HOMO energy (hartree) = -0.377
- SMILES = CC(C)CCC(=O)O.O.O.O.O.O.O.O.O.O.O

7.
This record from OMol25 describes a 10-piece molecular cluster, C6H32O13 overall. The level of theory is ωB97M-V/def2-TZVPD.

Cartesian coordinates (Å):
O -1.61 -0.47 -6.80
H -1.90 -0.24 -5.92
H -2.16 0.06 -7.36
O -0.87 3.36 -0.18
H -1.09 3.49 -1.12
H -1.44 3.93 0.32
O -1.12 0.66 0.94
H -1.70 0.08 0.51
H -1.05 1.52 0.44
O 1.21 -2.03 -4.16
H 1.28 -1.07 -4.02
H 0.95 -2.05 -5.07
O -0.63 -1.95 -2.02
H -0.53 -2.37 -2.89
H 0.22 -2.02 -1.58
O 0.70 0.59 -2.90
H 1.49 1.03 -2.53
H 0.38 0.06 -2.16
O -0.58 3.33 -3.30
H -0.05 2.51 -3.35
H -0.31 3.90 -4.03
C -1.54 -2.83 1.83
C -2.37 -2.94 0.57
O -2.59 -1.81 -0.22
O -0.43 -2.02 1.60
H -1.14 -3.79 2.14
H -2.12 -2.39 2.62
H -3.34 -3.32 0.68
H -1.90 -3.65 -0.13
H -1.85 -1.79 -0.87
H -0.61 -1.08 1.84
C 2.58 -0.25 0.06
C 2.25 1.16 0.45
O 1.64 1.72 -0.75
O 1.46 -1.00 -0.38
H 3.13 -0.76 0.87
H 3.38 -0.16 -0.70
H 3.15 1.66 0.66
H 1.59 1.18 1.29
H 1.17 2.55 -0.38
H 1.00 -1.45 0.35
C 0.42 1.71 4.60
C 0.89 0.42 5.19
O 0.08 -0.68 4.78
O 0.45 1.71 3.17
H 1.13 2.48 4.94
H -0.60 2.00 4.91
H 0.79 0.56 6.30
H 1.98 0.24 5.00
H 0.38 -0.87 3.92
H -0.18 1.08 2.80

## Properties
- E_tot (eV) = -33358.1405
- total charge = 0
- energy relative to the best compared isomer or geometry (same formula, charge and spin) (kcal/mol) = 22.7
- HOMO energy (hartree) = -0.365
- SMILES = OCCO.OCCO.OCCO.O.O.O.O.O.O.O

8.
This record from OMol25 describes a 10-piece molecular cluster, C6H33N5O10 overall. The level of theory is ωB97M-V/def2-TZVPD.

Cartesian coordinates (Å):
C -5.49 2.02 -0.57
C -4.48 0.89 -0.36
C -3.21 1.22 -1.14
O -2.45 0.03 -1.21
C -1.12 0.14 -1.61
N -4.16 0.78 1.09
H -5.03 2.99 -0.35
H -6.39 1.90 0.04
H -5.85 1.99 -1.61
H -4.85 -0.08 -0.72
H -2.66 1.94 -0.52
H -3.44 1.50 -2.18
H -1.06 0.43 -2.67
H -0.65 -0.84 -1.54
H -0.50 0.83 -1.02
H -4.69 1.50 1.57
H -4.59 -0.06 1.48
O -1.26 0.29 1.55
H -2.22 0.54 1.45
H -0.77 1.04 1.18
O 2.85 1.43 -2.48
H 3.81 1.27 -2.23
H 2.88 1.78 -3.38
O 5.48 1.13 -1.85
H 6.02 0.76 -1.13
H 5.82 0.72 -2.65
O -2.37 -2.59 0.54
H -2.25 -1.75 0.08
H -1.74 -3.21 0.16
O -0.66 -4.97 -0.19
H -0.06 -4.70 0.54
H -0.10 -5.40 -0.84
O 4.73 -2.22 1.96
H 5.42 -2.77 1.59
H 4.12 -2.05 1.23
O 0.01 -1.81 3.21
H -0.57 -1.13 2.81
H 0.42 -2.27 2.47
C 1.54 2.61 1.06
O 0.38 2.74 0.69
N 2.57 2.20 0.26
N 1.88 2.82 2.39
H 3.49 2.35 0.63
H 2.38 2.29 -0.73
H 1.15 3.13 3.00
H 2.82 2.75 2.69
C 1.75 -2.03 -0.15
O 1.47 -3.14 0.31
N 1.02 -0.92 0.18
N 2.79 -1.74 -1.01
H 0.11 -1.13 0.57
H 1.29 -0.01 -0.10
H 2.93 -0.79 -1.29
H 3.52 -2.40 -1.21

## Properties
- E_tot (eV) = -34685.2279
- total charge = 0
- HOMO energy (hartree) = -0.349
- SMILES = COC[C@H](C)N.NC(N)=O.NC(N)=O.O.O.O.O.O.O.O

9.
This record from OMol25 describes a 10-piece molecular cluster, C6H33NO10 overall. The level of theory is ωB97M-V/def2-TZVPD.

Cartesian coordinates (Å):
C -0.93 -2.30 -0.30
C 0.11 -3.46 -0.21
C 1.58 -3.07 0.32
O 2.36 -2.59 -0.78
C -1.21 -1.57 1.07
N -2.50 -0.89 0.98
C -2.78 0.42 1.57
C -2.67 0.49 3.08
H -1.82 -2.63 -0.98
H -0.61 -1.53 -0.88
H -0.16 -4.18 0.58
H 0.31 -3.80 -1.31
H 1.79 -2.39 1.15
H 1.92 -4.05 0.93
H 2.01 -3.00 -1.57
H -1.39 -2.25 1.94
H -0.30 -1.02 1.53
H -3.26 -1.62 0.84
H -2.01 1.14 1.10
H -3.81 0.63 1.17
H -2.49 1.57 3.39
H -1.67 0.07 3.44
H -3.49 0.12 3.56
H 4.12 -1.13 1.02
H 3.97 -0.98 2.46
O 4.16 -0.43 1.71
H 1.36 1.87 -0.19
H 0.63 1.63 -1.41
O 1.28 2.25 -1.10
H -3.17 3.77 -0.97
H -1.81 3.30 -0.88
O -2.73 3.00 -0.64
H 2.50 1.97 2.08
H 2.96 0.72 1.28
O 2.28 1.40 1.27
H -1.03 0.43 -2.50
H -0.54 1.84 -2.89
O -0.19 0.94 -2.62
H 1.00 -0.11 -3.88
H 2.15 -0.25 -2.80
O 1.81 -0.63 -3.63
H 1.21 -0.52 3.83
H 1.57 0.15 2.49
O 1.48 -0.70 3.01
H 0.30 3.68 -1.91
H 0.01 4.78 -0.82
O -0.36 4.27 -1.48
H -2.94 1.34 -1.35
H -2.58 -0.18 -0.97
O -2.82 0.45 -1.69

## Properties
- E_tot (eV) = -28720.4195
- total charge = 0
- energy relative to the best compared isomer or geometry (same formula, charge and spin) (kcal/mol) = 96.7
- HOMO energy (hartree) = -0.306
- SMILES = CCNCCCCO.O.O.O.O.O.O.O.O.O

10.
This record from OMol25 describes a 10-piece molecular cluster, C6H33NO10 overall. The level of theory is ωB97M-V/def2-TZVPD.

Cartesian coordinates (Å):
C 1.74 -0.42 1.63
C 3.02 -0.10 2.44
C 1.45 0.43 0.40
N 0.69 1.64 0.66
C 1.37 2.51 1.63
C 0.15 2.35 -0.46
C -1.08 3.15 -0.04
O -2.30 2.53 -0.51
H 0.93 -0.26 2.32
H 1.77 -1.46 1.31
H 3.53 -1.03 2.70
H 3.65 0.60 1.90
H 2.83 0.40 3.39
H 0.78 -0.21 -0.19
H 2.33 0.43 -0.26
H 1.15 3.54 1.34
H 2.45 2.36 1.64
H 1.03 2.32 2.65
H -0.23 1.79 -1.32
H 0.92 2.99 -0.92
H -1.28 3.15 1.03
H -1.15 4.20 -0.34
H -2.52 2.79 -1.41
H -4.62 0.43 0.83
H -4.76 1.25 -0.43
O -4.64 0.34 -0.13
H 0.23 -3.50 -0.21
H -0.86 -2.41 -0.25
O -0.06 -2.72 -0.69
H -1.04 -1.43 4.69
H -1.24 -0.68 3.47
O -0.83 -1.52 3.74
H 2.00 0.63 -2.41
H 2.29 -0.37 -3.59
O 2.46 0.50 -3.24
H -1.30 0.46 -3.16
H -2.58 -0.32 -2.85
O -1.97 -0.09 -3.56
H -2.24 -2.80 2.26
H -1.87 -1.76 1.08
O -1.79 -2.64 1.43
H 1.32 -3.25 -3.00
H -0.16 -3.09 -3.29
O 0.57 -3.71 -3.42
H -2.98 -0.64 -0.28
H -1.84 0.47 -0.50
O -2.10 -0.44 -0.64
H 3.02 -2.21 -2.05
H 1.61 -2.40 -1.46
O 2.15 -1.79 -1.99

## Properties
- E_tot (eV) = -28721.0454
- total charge = 0
- energy relative to the best compared isomer or geometry (same formula, charge and spin) (kcal/mol) = 82.3
- HOMO energy (hartree) = -0.318
- SMILES = CCCN(C)CCO.O.O.O.O.O.O.O.O.O

Quick rundown of molecular weight, same order as above: 277.3, 277.3, 260.3, 264.3, 280.3, 296.3, 312.3, 335.4, 279.3, 279.3 g/mol